Density functional theory data (wB97M-V/def2-TZVPD) for a 2-piece molecular cluster, C5H12NO2 overall at a distorted geometry.

Structure (ORCA input):
```
! RIJCOSX wB97M-V def2-TZVPD def2/J DEFGRID3
* xyz 1 1
C 0.61182 -1.64570 -2.60098
C 0.13356 -1.38524 -1.20382
C -1.17410 -1.27975 -0.92768
N -1.69595 -0.95855 0.38302
H -0.19384 -1.62325 -3.32560
H 1.39814 -0.92722 -2.96177
H 1.05110 -2.61848 -2.72723
H 0.87505 -1.09919 -0.44954
H -1.96442 -1.38606 -1.68935
H -0.99271 -0.53689 1.01111
H -2.37415 -0.15858 0.32961
H -2.23804 -1.72398 0.79287
O -0.45161 0.81311 1.85623
C 0.60339 1.40094 1.62646
O 1.68095 0.77689 1.18639
C 0.77831 2.87377 1.75686
H 1.48852 -0.16604 1.35870
H 1.80814 3.13702 1.43083
H 0.74056 3.10090 2.86110
H -0.08474 3.40631 1.29277
*
```

Output
electronic energy: -10958.0656 eV
ΔE to the lowest compared entry with this formula, charge and spin: 53.4 kJ/mol
LUMO energy: -3.14 eV
HOMO-LUMO gap: 0.417 Eh
highest occupied orbital energy: -0.532 Ha

Density functional theory data (wB97M-V/def2-TZVPD) for a 2-piece molecular cluster, C5H13OS overall at a distorted geometry.

Structure (ORCA input):
```
! RIJCOSX wB97M-V def2-TZVPD def2/J DEFGRID3
* xyz 1 1
C -3.46162 0.74250 0.76950
C 2.72317 1.47611 -0.58046
C 2.91038 -1.18342 -0.32016
C -2.38032 -0.18359 0.74959
C -2.33615 -1.31898 0.07186
O 0.50597 -0.16338 -0.67646
S 1.75640 0.19576 0.20323
H -3.46894 1.47870 1.65361
H -3.41499 1.35210 -0.12597
H -4.46846 0.31332 0.73262
H 3.44574 1.81669 0.20640
H 2.10486 2.34068 -0.83994
H 3.22657 1.18042 -1.39677
H 2.40610 -1.81539 -1.07990
H 3.20456 -1.82391 0.50335
H 3.69980 -0.63853 -0.71211
H -0.37922 -0.20592 -0.22314
H -1.46913 0.12128 1.31121
H -3.10939 -1.66971 -0.54059
H -1.49532 -2.01474 0.29413
*
```

Output
electronic energy: -18269.4407 eV
ΔE to the lowest compared entry with this formula, charge and spin: 104.8 kJ/mol
LUMO energy: -3.63 eV
HOMO-LUMO gap: 0.351 Eh
highest occupied orbital energy: -0.484 Ha

Density functional theory data (wB97M-V/def2-TZVPD) for one molecule with the formula C2H3NO2 at a distorted geometry.

Structure (ORCA input):
```
! RIJCOSX wB97M-V def2-TZVPD def2/J DEFGRID3
* xyz 0 1
C -1.04556 -0.65450 -0.03060
N -0.49906 0.05733 -0.90260
C 0.67426 0.59264 -0.24980
O 0.76342 0.27891 1.20187
O -0.36005 -0.72369 1.20220
H -1.89303 -1.44449 -0.07395
H 1.43983 0.18525 -0.93762
H 0.92020 1.70855 -0.20950
*
```

Output
electronic energy: -7703.4735 eV
SMILES: C1=NCOO1
ΔE to the lowest compared entry with this formula, charge and spin: 421.6 kJ/mol
LUMO energy: 0.97 eV
HOMO-LUMO gap: 0.392 Eh
highest occupied orbital energy: -0.357 Ha

Density functional theory data (wB97M-V/def2-TZVPD) for C4H16FHfN8O4 as an isolated structure at a distorted geometry.

Structure (ORCA input):
```
! RIJCOSX wB97M-V def2-TZVPD def2/J DEFGRID3
* xyz 3 1
Hf -0.98914 2.10577 -3.50577
F 1.16337 -0.78514 -2.69842
C 0.81704 -5.11702 -0.09512
O 0.37695 -5.99828 0.57142
N 1.37556 -4.06919 0.41901
N 0.84808 -5.07030 -1.38478
H 1.47616 -4.02826 1.42315
H 1.65459 -3.33238 -0.21294
H 0.20511 -5.68650 -1.86123
H 1.01243 -4.14954 -1.76594
C -4.50822 -2.10929 -1.16629
O -3.89577 -1.31098 -1.87300
N -4.47955 -3.36239 -1.56955
N -5.06143 -1.82737 -0.05672
H -4.30789 -3.42959 -2.56258
H -5.11768 -3.97089 -1.07698
H -5.05040 -0.88817 0.31460
H -5.87228 -2.38095 0.18028
C -0.65144 3.34854 2.00813
O -0.82546 2.83199 0.95247
N 0.19854 3.08090 2.95248
N -1.67698 4.03150 2.43501
H 0.05171 3.49262 3.86299
H 0.95185 2.41368 2.86636
H -2.44344 4.22274 1.80567
H -1.59642 4.60407 3.26311
C 4.20109 3.44997 -0.84402
O 3.22148 3.44407 -1.54755
N 4.86868 2.38416 -0.49863
N 4.51601 4.50102 -0.12272
H 5.62939 2.51173 0.15339
H 4.67858 1.48951 -0.92709
H 3.86705 5.22641 0.14697
H 5.36245 4.37755 0.41430
*
```

Output
electronic energy: -28500.1432 eV
ΔE to the lowest compared entry with this formula, charge and spin: 1475.2 kJ/mol
LUMO energy: -15.43 eV
HOMO-LUMO gap: 0.059 Eh
highest occupied orbital energy: -0.626 Ha